Version 1
The following is a DFT calculation (ωB97M-V/def2-TZVPD) of a cluster of 11 separate species, C11H44O11 in total.

## Properties
Total charge: +1
Molar mass in g mol⁻¹: 352.462
Spin multiplicity: 2
⟨S²⟩: 0.755

Geometry as XYZ:
```
66
C11H44O11 ωB97M-V/def2-TZVPD
C 0.04 -3.34 3.54
O 0.84 -4.14 2.80
H -0.43 -2.51 3.02
H -0.80 -3.94 3.89
H 0.64 -2.86 4.32
H 1.75 -4.14 3.11
C -3.71 0.56 -2.85
O -2.48 0.84 -3.55
H -4.41 -0.05 -3.43
H -3.60 -0.07 -1.97
H -4.38 1.41 -2.72
H -2.63 1.55 -4.18
C 1.14 4.00 0.00
O 2.23 4.75 -0.56
H 0.18 4.52 -0.03
H 0.94 3.02 -0.44
H 1.28 3.64 1.02
H 2.01 5.10 -1.42
C -2.53 -0.40 3.41
O -2.24 -0.40 2.02
H -3.40 0.20 3.66
H -2.70 -1.42 3.76
H -1.74 0.18 3.88
H -2.69 -1.11 1.55
C 0.11 -0.06 -0.49
O 0.27 -0.37 0.91
H -0.90 -0.38 -0.75
H 0.12 0.95 -0.90
H 0.81 -0.70 -1.01
H -0.56 -0.50 1.38
C -2.68 3.37 -0.35
O -2.47 4.47 0.55
H -2.27 2.40 -0.07
H -3.76 3.23 -0.30
H -2.29 3.67 -1.32
H -3.01 5.20 0.23
C 1.68 -2.59 -3.59
O 1.86 -1.61 -4.58
H 0.68 -2.67 -3.16
H 1.98 -3.59 -3.88
H 2.33 -2.20 -2.81
H 1.29 -1.86 -5.31
C 0.26 -4.06 -0.55
O 1.36 -4.68 0.08
H -0.25 -4.84 -1.10
H -0.43 -3.64 0.19
H 0.69 -3.24 -1.13
H 1.22 -4.72 1.03
C 1.20 0.70 4.25
O 0.50 0.25 5.39
H 1.14 1.75 3.96
H 2.23 0.40 4.42
H 0.83 0.14 3.40
H 0.70 -0.64 5.70
C 3.71 -1.33 0.45
O 2.85 -0.73 1.42
H 3.14 -2.07 -0.11
H 4.26 -0.70 -0.25
H 4.32 -2.00 1.05
H 2.07 -0.44 0.94
C 0.25 3.06 -3.84
O 1.64 3.16 -3.61
H -0.08 3.97 -4.35
H 0.01 2.18 -4.44
H -0.21 3.03 -2.85
H 2.06 2.31 -3.44
```

Version 2
The following is a DFT calculation (ωB97M-V/def2-TZVPD) of a cluster of 11 separate species, C11H44O11 in total.

## Properties
Total charge: +1
Molar mass in g mol⁻¹: 352.462
Spin multiplicity: 2
⟨S²⟩: 0.755

Geometry as XYZ:
```
66
C11H44O11 ωB97M-V/def2-TZVPD
C 3.71 -0.29 0.02
O 2.62 -0.71 0.78
H 4.24 -1.15 -0.39
H 3.21 0.32 -0.74
H 4.35 0.30 0.67
H 2.99 -1.24 1.48
C -0.47 -0.22 -0.16
O 0.21 0.51 0.83
H 0.02 -0.28 -1.13
H -0.58 -1.26 0.14
H -1.46 0.23 -0.28
H 1.12 0.21 0.80
C 3.28 1.91 3.39
O 2.75 2.30 4.67
H 4.26 1.45 3.29
H 2.56 1.19 3.00
H 3.24 2.81 2.77
H 3.27 3.06 4.96
C -0.58 -2.95 2.31
O -1.09 -3.33 3.63
H -1.25 -2.15 2.00
H 0.43 -2.56 2.29
H -0.63 -3.74 1.56
H -0.51 -4.06 3.87
C 2.20 -1.08 -3.87
O 3.59 -1.00 -4.19
H 2.16 -0.92 -2.79
H 1.53 -0.36 -4.34
H 1.72 -2.01 -4.18
H 3.67 -0.92 -5.15
C -5.21 1.31 0.12
O -4.51 0.67 -0.92
H -5.54 2.29 -0.22
H -6.13 0.77 0.33
H -4.61 1.55 1.00
H -4.21 -0.20 -0.64
C -1.69 1.33 -3.27
O -0.62 1.27 -4.20
H -2.46 1.97 -3.69
H -2.12 0.34 -3.08
H -1.41 1.73 -2.30
H -0.30 2.18 -4.29
C 1.62 -3.50 -0.65
O 1.97 -4.74 -1.22
H 1.89 -3.42 0.40
H 2.15 -2.67 -1.11
H 0.57 -3.34 -0.90
H 1.82 -4.61 -2.15
C -2.22 3.18 1.30
O -1.47 2.31 2.17
H -1.80 4.18 1.35
H -2.26 2.82 0.27
H -3.26 3.24 1.60
H -0.97 1.66 1.68
C 2.07 2.97 0.01
O 2.52 4.24 -0.43
H 1.69 2.37 -0.81
H 2.84 2.35 0.48
H 1.23 3.10 0.69
H 3.24 4.12 -1.06
C -4.12 -2.22 1.00
O -3.26 -1.71 -0.02
H -4.90 -2.81 0.51
H -3.59 -2.90 1.68
H -4.57 -1.44 1.60
H -2.93 -2.48 -0.48
```

Energies relative to the most stable structure are version 1 122.1; version 2 0.0, reported in kJ/mol.

Version 1
The following is a DFT calculation (ωB97M-V/def2-TZVPD) of a cluster of 2 separate species, C2H6O2S2 in total.

## Properties
Total charge: 0
Molar mass in g mol⁻¹: 126.202
Structure (SMILES): O=CO.CSS

Geometry as XYZ:
```
12
C2H6O2S2 ωB97M-V/def2-TZVPD
O -0.91 -2.80 -2.01
C -0.79 -2.10 -1.06
O -1.81 -1.80 -0.26
H 0.15 -1.60 -0.79
H -1.54 -1.17 0.44
C 0.47 2.10 -0.04
S -0.33 0.93 1.07
S 1.27 0.19 2.17
H 0.88 2.95 0.50
H -0.30 2.45 -0.72
H 1.27 1.60 -0.60
H 1.63 -0.75 1.29
```

Version 2
The following is a DFT calculation (ωB97M-V/def2-TZVPD) of a cluster of 2 separate species, C2H6O2S2 in total.

## Properties
Total charge: 0
Molar mass in g mol⁻¹: 126.202
Structure (SMILES): O=CO.CSS

Geometry as XYZ:
```
12
C2H6O2S2 ωB97M-V/def2-TZVPD
O -2.07 2.43 -0.34
C -3.09 2.75 0.21
O -3.15 3.62 1.23
H -4.05 2.31 -0.06
H -2.26 3.90 1.46
C 2.96 -1.96 -0.74
S 1.35 -2.77 -1.04
S 0.18 -1.84 0.33
H 3.62 -2.75 -0.38
H 2.89 -1.07 -0.14
H 3.41 -1.76 -1.72
H 0.22 -2.85 1.19
```

Energies relative to the most stable structure are version 1 0.0; version 2 20.3, reported in kJ/mol.

Version 1
The following is a DFT calculation (ωB97M-V/def2-TZVPD) of the molecule CH4O2S2.

## Properties
Total charge: 0
Molar mass in g mol⁻¹: 112.175
Structure (SMILES): OC(O)SS

Geometry as XYZ:
```
9
CH4O2S2 ωB97M-V/def2-TZVPD
O -1.21 0.64 0.41
C -0.15 0.71 -0.49
O 0.84 1.51 0.08
S 0.51 -1.07 -0.81
S 0.73 -1.91 0.96
H -1.11 -0.05 1.08
H -0.69 1.14 -1.36
H 1.09 2.00 -0.66
H -0.01 -2.97 0.78
```

Version 2
The following is a DFT calculation (ωB97M-V/def2-TZVPD) of the molecule CH4O2S2.

## Properties
Total charge: 0
Molar mass in g mol⁻¹: 112.175
Structure (SMILES): CO[S@H](=O)=S

Geometry as XYZ:
```
9
CH4O2S2 ωB97M-V/def2-TZVPD
C -1.19 -0.49 -0.33
O -0.49 0.31 0.66
S 1.09 0.58 0.24
O 1.20 1.95 -0.41
S 2.04 -0.98 -0.33
H -0.95 -1.61 -0.30
H -1.11 0.01 -1.22
H -2.14 -0.50 0.12
H 1.54 0.72 1.57
```

Energies relative to the most stable structure are version 1 0.0; version 2 154.0, reported in kJ/mol.

Version 1
The following is a DFT calculation (ωB97M-V/def2-TZVPD) of the molecule C16H12N2.

## Properties
Total charge: 0
Molar mass in g mol⁻¹: 232.286
Structure (SMILES): C=C/C=N/c1c2ccccc2nc2ccccc12

Geometry as XYZ:
```
30
C16H12N2 ωB97M-V/def2-TZVPD
C 1.08 0.98 -4.60
C 0.24 1.16 -3.57
C 0.46 0.60 -2.26
N -0.45 0.90 -1.35
C -0.36 0.30 -0.08
C -1.21 -0.73 0.32
C -2.24 -1.19 -0.51
C -3.07 -2.24 -0.12
C -2.90 -2.77 1.17
C -1.90 -2.32 2.03
C -1.07 -1.27 1.61
N -0.09 -0.93 2.46
C 0.73 0.09 2.08
C 1.78 0.43 2.96
C 2.63 1.50 2.65
C 2.46 2.19 1.45
C 1.51 1.78 0.50
C 0.63 0.73 0.82
H 1.96 0.36 -4.55
H 0.90 1.50 -5.52
H -0.65 1.79 -3.69
H 1.22 -0.15 -2.09
H -2.35 -0.83 -1.52
H -3.82 -2.58 -0.81
H -3.53 -3.60 1.50
H -1.74 -2.73 3.02
H 1.84 -0.11 3.91
H 3.39 1.81 3.37
H 3.06 3.05 1.23
H 1.49 2.29 -0.42
```

Version 2
The following is a DFT calculation (ωB97M-V/def2-TZVPD) of a cluster of 2 separate species, C16H12N2 in total.

## Properties
Total charge: 0
Molar mass in g mol⁻¹: 232.286

Geometry as XYZ:
```
30
C16H12N2 ωB97M-V/def2-TZVPD
C 1.38 0.16 1.87
C 2.13 -1.03 1.92
N 2.76 -2.02 1.94
C -0.05 0.15 2.02
C -0.81 1.35 1.93
C -2.19 1.32 2.08
C -2.86 0.11 2.32
C -2.13 -1.08 2.42
C -0.75 -1.07 2.25
C 2.10 1.37 1.86
N 2.71 2.38 1.85
H -0.29 2.29 1.75
H -2.75 2.26 2.03
H -3.95 0.10 2.41
H -2.64 -2.02 2.64
H -0.18 -2.01 2.32
C 1.62 -0.06 -1.24
C 1.21 1.15 -1.78
C 0.28 1.37 -2.79
C -0.50 0.45 -3.47
C -0.47 -0.94 -3.37
C 0.34 -1.74 -2.57
C 1.26 -1.35 -1.61
H 2.36 0.01 -0.43
H 1.70 2.04 -1.37
H 0.11 2.43 -3.05
H -1.23 0.85 -4.17
H -1.18 -1.47 -4.00
H 0.21 -2.82 -2.69
H 1.77 -2.16 -1.08
```

Energies relative to the most stable structure are version 1 0.0; version 2 270.0, reported in kJ/mol.

Version 1
The following is a DFT calculation (ωB97M-V/def2-TZVPD) of the ion C6H8NO3S with charge -1.

## Properties
Total charge: -1
Molar mass in g mol⁻¹: 174.201
Structure (SMILES): CS(=O)(=O)C1=CC=CCN1[O-]

Geometry as XYZ:
```
19
C6H8NO3S ωB97M-V/def2-TZVPD
C -1.34 0.57 2.57
S 0.37 0.09 2.37
O 0.52 -1.24 2.93
O 1.26 1.07 2.92
C 0.62 -0.06 0.55
C 1.17 -1.25 0.02
C 1.07 -1.43 -1.40
C 0.79 -0.39 -2.27
C 0.64 0.98 -1.58
N 0.21 0.97 -0.19
O -0.65 1.82 0.21
H -1.23 1.59 1.99
H -1.82 -0.29 2.08
H -1.41 0.54 3.67
H 1.35 -2.08 0.67
H 1.03 -2.36 -1.97
H 0.20 -0.71 -3.12
H 1.63 1.41 -1.55
H -0.05 1.80 -1.94
```

Version 2
The following is a DFT calculation (ωB97M-V/def2-TZVPD) of a structure of composition C6H8NO3S.

## Properties
Total charge: -1
Molar mass in g mol⁻¹: 174.201

Geometry as XYZ:
```
19
C6H8NO3S ωB97M-V/def2-TZVPD
C -1.91 1.12 1.36
C 0.41 -0.44 1.13
C 0.12 0.41 0.24
C 1.49 -1.52 1.21
C -1.98 1.74 -1.32
C -0.93 1.42 0.39
N -2.83 0.77 1.95
O 0.21 2.87 2.12
O 0.67 3.40 -0.24
O -1.42 4.07 0.80
S -0.35 3.14 0.78
H -0.16 -0.45 2.11
H 0.59 0.39 -0.76
H 2.01 -1.05 2.08
H 1.34 -2.54 1.55
H 2.35 -1.57 0.43
H -2.00 2.88 -1.24
H -1.47 1.42 -2.18
H -2.98 1.22 -1.36
```

Energies relative to the most stable structure are version 1 201.6; version 2 0.0, reported in kJ/mol.

Version 1
The following is a DFT calculation (ωB97M-V/def2-TZVPD) of the molecule C3H6N2S3.

## Properties
Total charge: 0
Molar mass in g mol⁻¹: 166.296
Structure (SMILES): CSC(=S)NC(N)=S

Geometry as XYZ:
```
14
C3H6N2S3 ωB97M-V/def2-TZVPD
C -3.06 -0.40 0.19
S -1.55 -1.42 -0.12
C -0.24 -0.21 -0.24
S -0.70 1.46 -0.05
N 1.09 -0.65 -0.21
C 2.36 -0.09 -0.12
N 2.31 1.28 -0.09
S 3.74 -0.95 0.08
H -3.15 0.52 -0.56
H -3.63 -1.30 0.05
H -3.04 -0.22 1.35
H 1.25 -1.63 -0.38
H 1.49 1.85 -0.19
H 3.14 1.76 0.29
```

Version 2
The following is a DFT calculation (ωB97M-V/def2-TZVPD) of the molecule C3H6N2S3.

## Properties
Total charge: 0
Molar mass in g mol⁻¹: 166.296
Structure (SMILES): N/N=C\[C@H](S)C(=S)S

Geometry as XYZ:
```
14
C3H6N2S3 ωB97M-V/def2-TZVPD
N 1.74 0.72 0.78
N 1.35 1.52 -0.30
C 0.14 1.48 -0.79
C -0.85 0.51 -0.43
S -1.35 1.41 1.27
C -0.16 -0.88 -0.39
S -0.45 -1.73 0.93
S 0.71 -1.24 -1.82
H 1.16 0.73 1.72
H 2.72 1.03 1.23
H 0.02 2.28 -1.55
H -1.63 0.31 -1.15
H -2.54 0.64 1.48
H 1.25 -2.39 -1.41
```

Energies relative to the most stable structure are version 1 0.0; version 2 266.8, reported in kJ/mol.